[1]
Computed, not measured: a molecular structure, C13H9LaN2O5Se, with ωB97M-V with the def2-TZVPD basis set.

Positions of all 31 atoms, in Å:
O1 2.3264 -5.1739 0.7404
C1 2.2322 -4.0760 0.5030
La1 0.0859 -0.0043 0.5782
O2 3.2397 -1.1572 -0.3536
C2 2.1958 -0.6767 -0.3310
C3 0.3515 2.1038 -0.6657
O3 0.5273 3.2245 -0.8857
C4 -2.2662 0.2241 0.2848
O4 -3.3949 0.1867 0.5292
C5 -0.4057 -0.6603 -1.9500
O5 -0.6456 -1.1842 -2.9535
H1 -0.3506 -2.0014 0.4919
C6 -2.6508 2.1588 2.9034
N1 -1.4517 2.9555 2.6912
C7 -0.1533 2.4991 2.6619
Se1 0.5623 0.7713 3.1797
N2 0.5922 3.6312 2.4542
C8 -0.1927 4.7719 2.3966
C9 0.1710 6.1158 2.2196
C10 -0.9150 7.0260 2.1925
C11 -2.2529 6.5905 2.3272
C12 -2.5828 5.2241 2.5027
C13 -1.4902 4.3481 2.5393
H2 -2.3887 1.1084 3.0254
H3 -3.3330 2.2626 2.0514
H4 -3.1848 2.4981 3.8030
H5 1.6088 3.6370 2.4115
H6 1.2170 6.3822 2.1256
H7 -0.7048 8.0922 2.0652
H8 -3.0618 7.3260 2.2994
H9 -3.5844 4.8350 2.6119

Total charge: +2
LUMO: -0.3421 hartree
Gap between HOMO and LUMO: 0.216 Ha
Calculated total energy: -3418.8264 Ha

Löwdin population analysis, charges in e, atoms 1 to 8: number 1, O, carries 0.073; number 2, C, carries -0.005; number 3, La, carries 1.078; number 4, O, carries 0.177; number 5, C, carries -0.121; number 6, C, carries -0.070; number 7, O, carries 0.180; number 8, C, carries -0.113

[2]
Computed, not measured: a molecular structure, C13H9N2O5SeY, with ωB97M-V with the def2-TZVPD basis set.

Positions of all 31 atoms, in Å:
O1 1.3282 0.0845 -5.4798
C1 1.0721 0.6329 -4.4869
Y1 0.4601 1.4012 -2.5324
O2 -2.4591 0.8136 -4.5538
C2 -1.6249 0.8750 -3.7576
C3 -0.8709 -0.7676 -2.1636
O3 -1.7253 -1.0308 -1.3666
C4 0.3188 -1.6054 -2.6775
O4 1.4516 -1.1420 -2.3400
C5 -0.0040 -2.4695 -3.8144
O5 -0.6796 -2.0418 -4.7446
H1 0.4957 -3.4569 -3.7196
C6 -1.3635 2.4231 1.4269
N1 -0.3259 1.4225 1.2923
C7 0.7628 1.5126 0.4681
Se1 1.2470 3.1059 -0.4572
N2 1.5049 0.3912 0.7440
C8 0.9920 -0.2938 1.8403
C9 1.5429 -1.2674 2.6659
C10 0.8461 -1.5698 3.8426
C11 -0.3634 -0.9389 4.1608
C12 -0.9005 0.0475 3.3263
C13 -0.1864 0.3430 2.1684
H2 -1.3779 2.8138 2.4516
H3 -2.3499 1.9956 1.2076
H4 -1.1708 3.2395 0.7256
H5 2.3744 0.1637 0.2620
H6 2.4839 -1.7313 2.3872
H7 1.2245 -2.3310 4.5201
H8 -0.8794 -1.1988 5.0807
H9 -1.8236 0.5790 3.5235

Total charge: +2
LUMO (alpha / beta): -0.3568 / -0.3569 hartree
Gap between HOMO and LUMO (alpha / beta): 0.199 / 0.199 Ha
Calculated total energy: -3425.5758 Ha

Löwdin population analysis, charges in e, atoms 1 to 8: number 1, O, carries 0.257; number 2, C, carries -0.011; number 3, Y, carries 1.266; number 4, O, carries 0.208; number 5, C, carries -0.040; number 6, C, carries -0.309; number 7, O, carries 0.111; number 8, C, carries -0.310

[3]
Computed, not measured: a molecular structure, C13H9N7Pd, with ωB97M-V with the def2-TZVPD basis set.

Positions of all 30 atoms, in Å:
Pd1 0.7258 1.2374 -0.3188
N1 -0.5075 -2.0918 -0.2404
C1 -0.8101 -1.3936 0.9293
C2 -1.4964 -2.1309 1.8933
C3 -1.8397 -1.5208 3.0885
C4 -1.4894 -0.1980 3.2696
C5 -0.8055 0.4615 2.2489
N2 -0.4618 -0.1078 1.0944
C6 0.1380 -1.8287 -1.4014
C7 0.2250 -2.9122 -2.3108
C8 0.8724 -2.7315 -3.5167
C9 1.4040 -1.4853 -3.7824
C10 1.2708 -0.4517 -2.8245
N3 0.6589 -0.6078 -1.6603
H1 -0.8490 -3.0462 -0.2027
H2 -1.7562 -3.1655 1.7057
H3 -2.3675 -2.0718 3.8549
H4 -1.7279 0.3299 4.1822
H5 -0.5160 1.4954 2.3709
H6 -0.2113 -3.8696 -2.0529
H7 0.9574 -3.5438 -4.2257
H8 1.9242 -1.2769 -4.7078
H9 1.6783 0.5312 -3.0265
N4 2.2723 2.9842 -2.4835
C11 1.6848 2.3522 -1.7170
N5 0.9213 3.0350 0.9814
C12 0.7044 4.0592 1.4727
N6 0.6796 5.2203 2.0487
C13 -0.2436 5.9701 2.4605
N7 -1.0354 6.7572 2.8702

Total charge: +2
2S+1: 5
LUMO (alpha / beta): -0.2624 / -0.4027 hartree
Gap between HOMO and LUMO (alpha / beta): 0.318 / 0.216 Ha
Calculated total energy: -1011.1670 Ha

Löwdin population analysis, charges in e, atoms 1 to 8: number 1, Pd, carries 1.045; number 2, N, carries 0.216; number 3, C, carries -0.245; number 4, C, carries 0.055; number 5, C, carries 0.017; number 6, C, carries 0.022; number 7, C, carries -0.081; number 8, N, carries 0.026

[4]
Computed, not measured: a molecular structure, C14H10AsF6N2O3Ti, with ωB97M-V with the def2-TZVPD basis set.

Positions of all 37 atoms, in Å:
Ti1 -0.1018 1.9080 0.2464
O1 3.6797 0.9952 3.9629
C1 4.3288 0.9598 2.8507
C2 5.7542 0.8325 2.9449
C3 6.5070 0.7928 1.8089
C4 5.8750 0.8800 0.5566
C5 4.4657 1.0064 0.4467
C6 3.6813 1.0476 1.5614
C7 2.2188 1.1702 1.4581
O2 1.6541 1.2288 0.2661
N1 1.4904 1.2109 2.5278
N2 0.1598 1.2873 2.1435
C8 -0.7725 0.8315 2.9351
C9 -2.0863 0.5568 2.4736
C10 -3.0977 0.2294 3.3991
C11 -4.3426 -0.1480 2.9607
C12 -4.5967 -0.2439 1.5897
C13 -3.6179 0.0349 0.6483
C14 -2.3777 0.4443 1.0904
O3 -1.3908 0.7081 0.1871
H1 2.6971 1.0918 3.7956
H2 6.1820 0.7715 3.9370
H3 7.5822 0.6957 1.8671
H4 6.4669 0.8528 -0.3487
H5 4.0144 1.0709 -0.5342
H6 -0.5023 0.5975 3.9621
H7 -2.8833 0.2921 4.4586
H8 -5.1222 -0.3811 3.6717
H9 -5.5773 -0.5501 1.2500
H10 -3.8095 -0.0549 -0.4118
F1 -0.1808 3.1578 -1.3601
As1 -0.4811 4.7083 -0.3174
F2 -1.4722 3.3999 0.5790
F3 0.7875 3.8124 0.6534
F4 -1.8043 5.0607 -1.2633
F5 0.6930 5.5250 -1.1690
F6 -0.7384 5.7940 0.9179

Total charge: +2
2S+1: 2
LUMO (alpha / beta): -0.3182 / -0.3674 hartree
Gap between HOMO and LUMO (alpha / beta): 0.262 / 0.213 Ha
Calculated total energy: -4558.7587 Ha

Löwdin population analysis, charges in e, atoms 1 to 8: number 1, Ti, carries 1.360; number 2, O, carries 0.217; number 3, C, carries -0.177; number 4, C, carries 0.092; number 5, C, carries 0.012; number 6, C, carries 0.071; number 7, C, carries 0.065; number 8, C, carries -0.030

[5]
Computed, not measured: 2 unconnected molecules or ions with the total composition C14H10Cl3N2O3, with ωB97M-V with the def2-TZVPD basis set.

Positions of all 32 atoms, in Å:
C1 3.5203 3.4066 -0.0496
C2 2.4847 3.1312 -1.1035
O1 1.2467 3.0737 -0.3529
C3 0.1620 2.6735 -1.0574
C4 -1.0735 2.6664 -0.3020
C5 -2.1056 2.2700 -1.1705
N1 -3.0362 2.1605 -1.8843
O2 0.1382 2.4247 -2.3010
H1 4.5069 3.5063 -0.4969
H2 3.2653 4.3276 0.4842
H3 3.5353 2.5852 0.6754
H4 2.4412 3.9321 -1.8578
H5 2.6565 2.1747 -1.6131
H6 -1.1583 3.8788 0.2366
Cl1 -1.5826 1.9857 1.4568
C6 -2.4529 1.5085 3.8077
Cl2 -3.7355 0.5258 3.2235
C7 -1.4204 0.6440 4.4437
O3 -0.7497 -0.0722 3.7648
C8 -1.3396 0.7522 5.9835
C9 -1.9012 1.8779 6.6602
C10 -1.8601 1.8714 8.0803
C11 -1.2598 0.8176 8.7475
C12 -0.7062 -0.2289 7.9752
N2 -0.7585 -0.2318 6.6493
C13 -2.4931 2.8706 5.8051
Cl3 -3.1280 4.2460 6.6046
C14 -2.6745 2.7202 4.4345
H7 -2.3182 2.6888 8.6294
H8 -1.1906 0.7790 9.8303
H9 -0.2199 -1.0695 8.4711
H10 -3.1115 3.5180 3.8614

Total charge: -1
LUMO: 0.0824 hartree
Gap between HOMO and LUMO: 0.207 Ha
Calculated total energy: -2255.2413 Ha

Löwdin population analysis, charges in e, atoms 1 to 8: number 1, C, carries -0.080; number 2, C, carries -0.224; number 3, O, carries -0.017; number 4, C, carries -0.483; number 5, C, carries -0.489; number 6, C, carries -0.311; number 7, N, carries 0.161; number 8, O, carries 0.057

[6]
Computed, not measured: a molecular structure, C14H10N6O4S3Ta, with ωB97M-V with the def2-TZVPD basis set.

Positions of all 38 atoms, in Å:
Ta1 -0.5280 -1.4395 -0.3237
N1 2.2773 -2.4131 -2.7179
C1 2.5073 -2.4457 -1.4085
N2 1.5612 -2.3463 -0.4586
C2 2.1199 -2.4561 0.8314
C3 3.4591 -2.5878 0.8368
S1 4.0984 -2.6240 -0.7603
C4 1.2038 -2.5048 1.9607
C5 1.4616 -2.8490 3.2353
S2 0.0238 -2.8960 4.1874
C6 -0.9174 -2.4517 2.8135
N3 -0.1611 -2.2639 1.7105
N4 -2.2354 -2.3038 2.8662
H1 1.3515 -2.4969 -3.0999
H2 3.0414 -2.5060 -3.3710
H3 4.1176 -2.6750 1.6868
H4 2.4205 -3.1056 3.6574
H5 -2.7296 -2.4818 3.7290
H6 -2.7953 -2.1215 2.0522
O1 0.2626 0.4406 -0.4407
C7 -0.9049 1.0224 -0.5603
O2 -1.8877 0.1647 -0.5447
C8 -1.0692 2.4263 -0.6957
C9 -2.3393 2.9909 -0.9322
C10 -2.4561 4.3520 -1.1029
C11 -1.3258 5.1672 -1.0320
C12 -0.0834 4.5928 -0.7893
C13 0.0745 3.2432 -0.6261
N5 1.1296 5.4636 -0.7119
O3 0.9305 6.6508 -0.6663
O4 2.1946 4.8827 -0.7041
H7 -3.2147 2.3570 -0.9906
H8 -3.4233 4.7945 -1.2951
H9 -1.3989 6.2386 -1.1681
H10 1.0528 2.8230 -0.4401
S3 -3.6184 -4.3495 -2.1900
C14 -2.5418 -3.4973 -1.5382
N6 -1.6577 -2.7952 -0.9988

Total charge: +3
LUMO: -0.4618 hartree
Gap between HOMO and LUMO: 0.180 Ha
Calculated total energy: -2419.5723 Ha

Löwdin population analysis, charges in e, atoms 1 to 8: number 1, Ta, carries 2.094; number 2, N, carries 0.162; number 3, C, carries -0.626; number 4, N, carries -0.079; number 5, C, carries -0.333; number 6, C, carries -0.271; number 7, S, carries 1.214; number 8, C, carries -0.324

[7]
Computed, not measured: a molecular structure, C14H11Cl2N3O7SV, with ωB97M-V with the def2-TZVPD basis set.

Positions of all 39 atoms, in Å:
V1 1.3352 0.2512 -1.1933
C1 1.8291 -2.1132 1.7588
C2 1.7807 -0.6328 1.7951
N1 1.7680 0.1992 0.7567
C3 1.6718 1.4799 1.2705
C4 1.6437 1.4183 2.6254
N2 1.7356 0.0885 2.9261
C5 1.5121 2.4468 3.6993
O1 1.4066 3.6924 3.2995
O2 1.5053 2.0899 4.8457
C6 1.4591 2.5497 0.2707
O3 1.3642 3.7174 0.5621
O4 1.3637 2.0186 -0.9287
H1 1.9545 -2.4592 0.7386
H2 0.8943 -2.5236 2.1435
H3 2.6483 -2.4925 2.3697
H4 1.7042 -0.2544 3.8772
H5 1.3766 3.8128 2.3239
Cl1 2.1684 -1.8757 -1.9495
C7 3.8488 -1.2870 -1.9699
Cl2 3.7280 0.4826 -1.8574
H6 4.3168 -1.5723 -2.9044
H7 4.3846 -1.6639 -1.1068
O5 -1.1185 -0.6326 1.1376
C8 -1.3425 -0.4901 -0.0408
N3 -0.3543 -0.2718 -0.9982
S1 -0.9665 -0.0685 -2.5494
O6 -0.6508 1.2770 -2.9285
O7 -0.3801 -1.1131 -3.3428
C9 -2.6504 -0.3405 -2.0748
C10 -3.7929 -0.3749 -2.8434
C11 -4.9975 -0.5995 -2.1859
C12 -5.0412 -0.7801 -0.8080
C13 -3.8799 -0.7491 -0.0477
C14 -2.6772 -0.5279 -0.6954
H8 -3.7548 -0.2313 -3.9148
H9 -5.9112 -0.6305 -2.7633
H10 -5.9925 -0.9476 -0.3218
H11 -3.8893 -0.8922 1.0244

Total charge: +1
2S+1: 3
LUMO (alpha / beta): -0.1695 / -0.1448 hartree
Gap between HOMO and LUMO (alpha / beta): 0.309 / 0.337 Ha
Calculated total energy: -3493.4968 Ha

Löwdin population analysis, charges in e, atoms 1 to 8: number 1, V, carries 0.668; number 2, C, carries 0.028; number 3, C, carries -0.303; number 4, N, carries 0.041; number 5, C, carries -0.098; number 6, C, carries -0.040; number 7, N, carries 0.222; number 8, C, carries -0.468

[8]
Computed, not measured: a molecular structure, C14H11ClCuN3O3S5, with ωB97M-V with the def2-TZVPD basis set.

Positions of all 38 atoms, in Å:
Cu1 1.2449 1.1008 -1.7002
O1 0.2321 7.6793 -1.5922
C1 0.4656 6.4992 -1.6930
S1 1.8975 5.7119 -1.0200
C2 1.5249 4.0677 -1.5302
C3 0.3528 3.9074 -2.2614
S2 -0.1963 2.4423 -2.9295
S3 -0.5958 5.3550 -2.5360
S4 2.5901 2.8303 -1.0972
Cl1 -3.6581 -3.6756 0.2663
C4 -2.1015 -3.1129 -0.3019
C5 -0.9515 -3.7770 0.0941
C6 0.2789 -3.3133 -0.3531
C7 0.3670 -2.2035 -1.1848
C8 -0.8019 -1.5651 -1.5774
C9 -2.0418 -2.0120 -1.1381
C10 1.7365 -1.7358 -1.6787
O2 2.7072 -2.4498 -1.4255
O3 1.7327 -0.6278 -2.3176
H1 -1.0218 -4.6450 0.7381
H2 1.2010 -3.8074 -0.0727
H3 -0.7340 -0.7075 -2.2373
H4 -2.9539 -1.5119 -1.4412
C11 1.0725 -2.2147 3.1872
C12 0.8210 -0.7244 3.4569
C13 0.2225 -0.0378 2.2645
N1 0.8840 0.3450 1.2372
N2 0.1184 0.8995 0.2333
C14 -1.1542 0.9307 0.5305
N3 -2.1301 1.4217 -0.2617
S5 -1.4975 0.2570 2.1002
H5 1.5875 -2.6759 4.0340
H6 1.6891 -2.3291 2.2957
H7 0.1321 -2.7447 3.0233
H8 1.7660 -0.2298 3.6815
H9 0.1594 -0.6045 4.3166
H10 -1.8637 1.8250 -1.1512
H11 -3.0817 1.4325 0.0416

Total charge: -1
2S+1: 2
LUMO (alpha / beta): 0.0795 / 0.0405 hartree
Gap between HOMO and LUMO (alpha / beta): 0.249 / 0.213 Ha
Calculated total energy: -5021.8674 Ha

Löwdin population analysis, charges in e, atoms 1 to 8: number 1, Cu, carries -0.082; number 2, O, carries -0.082; number 3, C, carries -1.037; number 4, S, carries 0.941; number 5, C, carries -1.139; number 6, C, carries -1.139; number 7, S, carries 0.630; number 8, S, carries 0.939